Below is a cluster of 2 separate species, C3H6N2O in total, with properties calculated with wB97M-V/def2-TZVPD.

Each atom is followed by the atoms it is bonded to, with distances in Å.
Atoms and positions in Å:
1 C -0.593 1.178 0.275  C2 1.510, O6 1.222
2 C -1.961 1.747 -0.015  C1 1.510, H7 1.050, H8 1.152, H9 1.161
3 C 1.566 -1.843 -0.164  N5 1.448, H10 0.997, H11 1.094, H12 1.166
4 N 1.891 0.059 1.261  N5 1.131
5 N 1.307 -0.625 0.576  C3 1.448, N4 1.131
6 O -0.213 0.226 -0.390  C1 1.222
7 H -2.507 1.661 0.878  C2 1.050
8 H -2.565 1.168 -0.807  C2 1.152
9 H -1.810 2.847 -0.358  C2 1.161
10 H 0.833 -2.520 -0.169  C3 0.997
11 H 2.438 -2.399 0.191  C3 1.094
12 H 1.614 -1.499 -1.277  C3 1.166

Values from the calculation:
relative energy (zero: lowest compared OMol25 entry of this formula, charge and spin): 588.0 kJ/mol
lowest unoccupied orbital energy (alpha / beta): -0.029 / -0.030 eV
gap between HOMO and LUMO (alpha / beta): 6.7 / 6.7 eV